{
  "formula": "C46H42F4N6O5S4SbV",
  "method": "ωB97M-V/def2-TZVPD",
  "symbols": ["V", "C", "C", "N", "C", "C", "C", "C", "N", "C", "C", "F", "C", "F", "C", "C", "F", "C", "F", "H", "H", "H", "H", "H", "H", "H", "H", "H", "H", "H", "H", "H", "H", "H", "N", "C", "C", "C", "C", "C", "C", "S", "O", "O", "N", "C", "S", "C", "C", "N", "H", "H", "H", "H", "H", "H", "H", "H", "O", "C", "N", "S", "O", "O", "C", "C", "C", "C", "C", "C", "H", "H", "H", "H", "S", "Sb", "C", "C", "C", "C", "C", "C", "C", "C", "C", "C", "C", "C", "C", "C", "C", "C", "C", "C", "H", "H", "H", "H", "H", "H", "H", "H", "H", "H", "H", "H", "H", "H", "H"],
  "xyz": [[0.2579, -0.5318, 1.7696], [2.8532, -2.0530, 0.0927], [2.7756, -0.5545, 0.2622], [2.3763, -0.1158, 1.6444], [2.8106, 1.3213, 1.7192], [2.1752, 2.0877, 2.8593], [2.9449, -0.8963, 2.7536], [1.8320, -1.3554, 3.6769], [0.7653, -2.0861, 2.9293], [0.7754, -3.4638, 3.0633], [-0.2504, -4.3933, 2.6921], [-1.1423, -4.0164, 1.7458], [-0.3756, -5.6875, 3.2415], [-1.4232, -6.4981, 2.9311], [0.5883, -6.1598, 4.1529], [1.7000, -5.3863, 4.3862], [2.6799, -5.8207, 5.2029], [1.8513, -4.1630, 3.7340], [3.1197, -3.6842, 3.5742], [3.8967, -2.4199, 0.1641], [2.4192, -2.3258, -0.9099], [2.2783, -2.5961, 0.8376], [1.9862, -0.1628, -0.4002], [3.7153, -0.0421, 0.0963], [2.5614, 1.7761, 0.7623], [3.8922, 1.3124, 1.8854], [1.5501, 1.5551, 3.5892], [1.5318, 2.9355, 2.4954], [3.0183, 2.5645, 3.3728], [3.6893, -0.2876, 3.3110], [3.4974, -1.7617, 2.3541], [1.4255, -0.4667, 4.1455], [2.2322, -1.9572, 4.5318], [0.5454, -7.1995, 4.5181], [2.3855, 8.7095, -1.7609], [2.2634, 7.3861, -2.0697], [1.3896, 6.9422, -3.0931], [0.9914, 5.6421, -3.2173], [1.5082, 4.6535, -2.3593], [2.4592, 5.0663, -1.4338], [2.8944, 6.3709, -1.3664], [1.1305, 2.9299, -2.6940], [-0.2292, 2.8474, -3.2690], [2.1651, 2.2990, -3.4876], [1.1723, 2.0756, -1.2658], [0.1372, 2.1293, -0.4964], [-1.2254, 3.3128, -0.8684], [-1.7384, 3.1625, 0.7489], [-1.0271, 2.2255, 1.4245], [-0.0499, 1.5975, 0.6950], [2.1809, 9.3707, -2.5036], [3.2405, 9.0214, -1.3574], [1.1151, 7.6385, -3.8884], [0.3711, 5.3123, -4.0554], [2.8017, 4.3169, -0.6847], [3.6573, 6.6268, -0.6049], [-2.5030, 3.8146, 1.1434], [-1.2297, 1.8912, 2.4368], [0.5936, 1.0921, 5.3214], [-0.5040, 0.6434, 4.9158], [-0.7884, 0.1513, 3.6532], [-2.3564, -0.4807, 3.6260], [-3.1713, 0.2242, 2.6744], [-2.3242, -1.9204, 3.5656], [-2.7734, 0.0033, 5.2581], [-3.9902, -0.1596, 5.8926], [-3.9977, 0.1251, 7.2514], [-2.8490, 0.6526, 7.8367], [-1.6422, 0.8979, 7.1820], [-1.6791, 0.5879, 5.8061], [-4.8015, -0.5838, 5.3627], [-4.8711, -0.0275, 7.8551], [-2.8991, 0.8709, 8.8801], [-0.7297, 1.3260, 7.5912], [-0.3286, -1.5735, 0.1272], [-1.0337, -0.9615, -2.8182], [0.4603, -0.8415, -4.4379], [1.6641, -1.4614, -4.1080], [2.6961, -1.4638, -5.0232], [2.5733, -0.7669, -6.2554], [1.3698, -0.1616, -6.5675], [0.3083, -0.1871, -5.6617], [-2.9078, -0.1500, -3.5977], [-3.6914, -0.8462, -4.4915], [-4.8850, -0.3118, -4.9331], [-5.2802, 0.9780, -4.5204], [-4.4349, 1.7394, -3.6637], [-3.2217, 1.1877, -3.2582], [-1.6857, -2.9639, -3.1803], [-2.4141, -3.5360, -2.1182], [-2.5427, -4.9075, -1.9982], [-1.8061, -5.7466, -2.8438], [-1.0898, -5.2247, -3.9332], [-1.1124, -3.8453, -4.0958], [1.8290, -1.9829, -3.1620], [3.5474, -2.0900, -4.8041], [3.4087, -0.6800, -6.9814], [1.2500, 0.4305, -7.4424], [-0.6465, 0.3420, -5.8680], [-3.4090, -1.8455, -4.8376], [-5.5129, -0.9644, -5.5633], [-6.2792, 1.3601, -4.7807], [-4.7366, 2.7006, -3.2926], [-2.4671, 1.7670, -2.6995], [-2.9762, -2.8747, -1.4354], [-3.2323, -5.3173, -1.2583], [-1.7725, -6.8398, -2.6124], [-0.5740, -5.7792, -4.6993], [-0.6976, -3.3946, -5.0143]],
  "spin_multiplicity": 4,
  "lumo_ev": [2.229, 0.309],
  "de_lowest_kcal_mol": 81.3,
  "fmax_ev_per_a": 5.02,
  "s2": 3.77,
  "charge": -1
}

---

{
  "formula": "C46H43N4P3SSe2Zr",
  "method": "ωB97M-V/def2-TZVPD",
  "symbols": ["Zr", "C", "P", "C", "C", "C", "C", "C", "C", "C", "C", "C", "C", "C", "C", "C", "C", "C", "C", "C", "P", "C", "C", "C", "C", "C", "C", "C", "C", "C", "C", "C", "C", "N", "H", "H", "H", "H", "H", "H", "H", "H", "H", "H", "H", "H", "H", "H", "H", "H", "H", "H", "H", "H", "H", "H", "H", "H", "H", "H", "Se", "P", "Se", "C", "C", "C", "C", "C", "C", "C", "C", "C", "C", "C", "C", "H", "H", "H", "H", "H", "H", "H", "H", "H", "H", "C", "C", "C", "N", "N", "C", "N", "S", "H", "H", "H", "H", "H", "H", "H"],
  "xyz": [[0.0912, -0.1821, 0.1013], [-1.6734, 1.3837, 2.2999], [-0.6175, 2.3281, 1.1021], [0.3005, 3.4192, 2.2103], [-0.2403, 4.6727, 2.5083], [0.3821, 5.4917, 3.4369], [1.5410, 5.0653, 4.0736], [2.0790, 3.8215, 3.7803], [1.4653, 2.9972, 2.8455], [-1.6710, 3.3899, 0.0998], [-1.1076, 4.0402, -0.9978], [-1.8868, 4.8505, -1.8099], [-3.2408, 5.0099, -1.5338], [-3.8067, 4.3661, -0.4426], [-3.0241, 3.5584, 0.3745], [-0.7082, 0.4713, 2.9902], [-0.3669, 0.2504, 4.2811], [0.7560, -0.6637, 4.2852], [1.0468, -0.9520, 2.9937], [2.0979, -1.7711, 2.3132], [2.6588, -0.7578, 0.8903], [3.7853, -1.7450, -0.1141], [4.2665, -1.2322, -1.3210], [5.1434, -1.9766, -2.0954], [5.5464, -3.2412, -1.6731], [5.0770, -3.7533, -0.4734], [4.2006, -3.0048, 0.3066], [3.6348, 0.5947, 1.5744], [3.8530, 1.7136, 0.7699], [4.6303, 2.7665, 1.2289], [5.1868, 2.7088, 2.5007], [4.9626, 1.6035, 3.3108], [4.1889, 0.5464, 2.8498], [0.1634, -0.2530, 2.1625], [-2.4690, 0.8468, 1.7742], [-2.1374, 2.0841, 2.9948], [-1.1384, 5.0198, 2.0133], [-0.0367, 6.4636, 3.6623], [2.0243, 5.7069, 4.7991], [2.9790, 3.4876, 4.2790], [1.8900, 2.0255, 2.6344], [-0.0485, 3.9351, -1.2111], [-1.4418, 5.3665, -2.6508], [-3.8512, 5.6427, -2.1650], [-4.8579, 4.4974, -0.2214], [-3.4823, 3.0620, 1.2215], [-0.8392, 0.6922, 5.1455], [1.2671, -1.0463, 5.1559], [1.6995, -2.7094, 1.9168], [2.9226, -2.0294, 2.9761], [3.9692, -0.2438, -1.6560], [5.5239, -1.5700, -3.0239], [6.2385, -3.8178, -2.2732], [5.3984, -4.7295, -0.1346], [3.8509, -3.4187, 1.2438], [3.4118, 1.7765, -0.2200], [4.7971, 3.6325, 0.6019], [5.7941, 3.5282, 2.8633], [5.3932, 1.5597, 4.3030], [4.0196, -0.3024, 3.4992], [-1.9237, 0.5646, -1.5898], [-2.7445, -1.3779, -1.0350], [-1.4266, -2.3695, 0.3791], [-4.3176, -1.0739, -0.2317], [-5.1996, -0.1681, -0.8275], [-6.4476, 0.0417, -0.2673], [-6.8204, -0.6430, 0.8842], [-5.9471, -1.5414, 1.4754], [-4.6925, -1.7628, 0.9198], [-3.0015, -2.4156, -2.4679], [-3.2817, -3.7689, -2.2672], [-3.5578, -4.5829, -3.3527], [-3.5527, -4.0528, -4.6388], [-3.2752, -2.7088, -4.8378], [-3.0013, -1.8836, -3.7537], [-4.9165, 0.3773, -1.7199], [-7.1331, 0.7406, -0.7277], [-7.7964, -0.4734, 1.3197], [-6.2394, -2.0717, 2.3718], [-4.0132, -2.4583, 1.3930], [-3.2873, -4.1919, -1.2690], [-3.7798, -5.6307, -3.1990], [-3.7707, -4.6917, -5.4847], [-3.2787, -2.2970, -5.8383], [-2.7885, -0.8345, -3.9138], [0.4421, -4.8181, -3.0005], [1.3640, -4.0084, -2.0899], [1.3408, -2.5457, -2.3773], [1.1161, -1.6267, -1.5109], [1.1454, -0.3468, -2.0043], [1.3827, -0.2976, -3.2834], [1.4308, 0.8390, -3.9951], [1.6298, -1.8670, -3.9506], [0.4576, -5.8643, -2.7009], [0.7622, -4.7742, -4.0433], [-0.5842, -4.4526, -2.9434], [2.3990, -4.3507, -2.1733], [1.0800, -4.1065, -1.0414], [1.1031, 1.6906, -3.5687], [1.5326, 0.8268, -4.9948]],
  "lumo_ev": -5.596,
  "de_lowest_kcal_mol": 18.7,
  "fmax_ev_per_a": 1.09,
  "charge": 2
}